#P
Formula: C4H7NOS
Source: the Open Molecules 2025 dataset
Level of theory: ωB97M-V/def2-TZVPD

The frontier orbital gap comes out at 8.758 eV. Its structure (SMILES) is OC/C=C\NC=S. The total charge is 0. The LUMO energy is 0.0101 hartree.

```
14
C4H7NOS | the Open Molecules 2025 dataset | ωB97M-V/def2-TZVPD
O 1.0359 -1.5178 -0.6915
C 1.1977 -0.7843 0.4948
C 1.3117 0.7340 0.3724
C 0.2007 1.3979 -0.1896
N -1.2518 0.9442 -0.4714
C -1.8156 -0.2599 -0.3504
S -3.3036 -0.4549 0.2036
H 0.8641 -2.4158 -0.4163
H 2.1092 -1.1311 1.0463
H 0.2810 -0.9396 0.9949
H 2.2638 1.3874 0.5138
H 0.1992 2.3777 -0.6048
H -1.9240 1.7374 -0.3177
H -1.1684 -1.0752 -0.5842
```

These are the Löwdin partial charges, in e, on atoms 1 to 8: number 1, O, carries -0.07; number 2, C, carries -0.30; number 3, C, carries -0.04; number 4, C, carries -0.03; number 5, N, carries -0.05; number 6, C, carries -0.81; number 7, S, carries 0.63; number 8, H, carries 0.09

#Q
Formula: C4H7NOS
Source: the Open Molecules 2025 dataset
Level of theory: ωB97M-V/def2-TZVPD

The frontier orbital gap (alpha / beta) comes out at 7.172 / 8.679 eV. The total charge is 0. The LUMO energy (alpha / beta) is -0.0066 / 0.0106 hartree.

```
14
C4H7NOS | the Open Molecules 2025 dataset | ωB97M-V/def2-TZVPD
C -0.1494 1.6435 0.5746
C -0.9784 0.5292 1.1916
C 0.0626 -0.8666 -0.3344
C 1.4027 -1.4425 -0.5549
N 0.4177 1.5670 -0.5046
O -0.4600 -0.7221 0.8102
S -0.9304 -0.7007 -1.8792
H -0.2177 2.5225 1.2125
H -0.9853 0.7955 2.2276
H -2.0755 0.7057 1.0242
H 1.6498 -1.9905 0.3433
H 2.1166 -0.6775 -0.7455
H 1.5026 -1.9161 -1.4265
H -1.3553 0.5525 -1.9388
```

These are the Löwdin partial charges, in e, on atoms 1 to 8: number 1, C, carries -0.33; number 2, C, carries -0.17; number 3, C, carries -0.67; number 4, C, carries -0.07; number 5, N, carries 0.12; number 6, O, carries -0.05; number 7, S, carries 0.77; number 8, H, carries 0.10

Relative energies in kcal/mol: #P 0.0; #Q 49.6

#P
Formula: C8H11N3
Source: the Open Molecules 2025 dataset
Level of theory: ωB97M-V/def2-TZVPD

The frontier orbital gap comes out at 8.403 eV. The total charge is 0. The LUMO energy is 0.0203 hartree.

```
22
C8H11N3 | the Open Molecules 2025 dataset | ωB97M-V/def2-TZVPD
C 0.6949 -0.2152 4.3609
C 0.0000 -0.1998 0.0419
C -0.1145 -1.3367 -0.6268
C -0.4673 -1.3876 -1.9672
C -0.4469 -0.2736 -2.6730
C -1.0059 -0.5263 -4.1185
C -0.1622 0.9870 -2.0006
C -0.0671 1.0775 -0.6145
H -0.1261 -0.7898 4.2030
H 1.3140 0.1814 5.2734
H 1.4820 -0.6274 3.7913
H 0.9244 1.9185 3.6755
H -0.3151 -2.2862 0.0203
H -0.7087 -2.4412 -2.1596
H -2.1939 0.0142 -4.2586
H -1.4468 -1.4594 -4.0234
H -0.2751 -0.1223 -5.2540
H -0.3779 1.9807 -2.4255
H -0.6111 2.0936 0.1899
N 0.7495 1.0202 3.2646
N 0.6936 1.0034 1.9330
N 0.2352 -0.1971 1.4532
```

These are the Löwdin partial charges, in e, on atoms 1 to 8: number 1, C, carries 0.02; number 2, C, carries -0.36; number 3, C, carries -0.08; number 4, C, carries -0.12; number 5, C, carries -0.30; number 6, C, carries -0.09; number 7, C, carries -0.06; number 8, C, carries -0.06

#Q
Formula: C8H11N3
Source: the Open Molecules 2025 dataset
Level of theory: ωB97M-V/def2-TZVPD

The frontier orbital gap comes out at 8.926 eV. The total charge is 0. The LUMO energy is 0.0328 hartree.

```
22
C8H11N3 | the Open Molecules 2025 dataset | ωB97M-V/def2-TZVPD
C -4.5628 -0.5597 0.0041
C -0.1043 0.4840 -0.0852
C 0.8109 1.5579 -0.0033
C 2.1087 1.3183 -0.0284
C 2.6059 0.0290 -0.0606
C 4.1569 -0.4408 0.0651
C 1.7449 -1.1262 -0.0774
C 0.3022 -0.8253 -0.1424
H -5.3595 -0.2423 -0.5638
H -5.2563 -0.4080 1.0569
H -4.2370 -1.3897 -0.0490
H -3.8711 1.2325 0.0961
H 0.4810 2.3479 0.0194
H 3.3420 1.8615 0.0138
H 4.8688 0.7479 -0.3587
H 4.2501 -0.9692 -0.7930
H 4.2627 -0.8898 1.0710
H 2.1846 -2.3092 0.1749
H -0.4161 -1.7838 -0.1466
N -3.5292 0.3875 -0.0871
N -2.3133 0.0469 -0.1078
N -1.4691 0.9304 0.0019
```

These are the Löwdin partial charges, in e, on atoms 1 to 8: number 1, C, carries -0.04; number 2, C, carries -0.25; number 3, C, carries -0.04; number 4, C, carries -0.07; number 5, C, carries -0.33; number 6, C, carries -0.05; number 7, C, carries -0.05; number 8, C, carries -0.06

Relative energies in kcal/mol: #P 0.0; #Q 30.0

#P
Formula: C3H7N2O3
Source: the Open Molecules 2025 dataset
Level of theory: ωB97M-V/def2-TZVPD

The frontier orbital gap comes out at 8.903 eV. The total charge is -1. The LUMO energy is 0.1476 hartree.

```
15
C3H7N2O3 | the Open Molecules 2025 dataset | ωB97M-V/def2-TZVPD
N -1.4960 -2.4959 -1.7576
C -0.9113 -1.4032 -1.0713
O -1.2372 -0.2608 -1.4429
O -0.0463 -1.7211 -0.2051
H -1.4608 -3.3635 -1.2520
H -2.3780 -2.2952 -2.1961
C 1.3646 0.7878 1.9960
N 0.8272 0.7254 0.7811
C 0.4765 1.9325 0.0638
O 1.7241 1.8021 2.5926
H 1.5300 -0.2134 2.4260
H 0.4660 -0.1859 0.4308
H 1.0577 2.7585 0.4718
H -0.5866 2.1416 0.1612
H 0.6702 1.7912 -0.9984
```

These are the Löwdin partial charges, in e, on atoms 1 to 8: number 1, N, carries 0.08; number 2, C, carries -0.83; number 3, O, carries -0.07; number 4, O, carries -0.11; number 5, H, carries 0.06; number 6, H, carries 0.06; number 7, C, carries -0.41; number 8, N, carries -0.01

#Q
Formula: C3H7N2O3
Source: the Open Molecules 2025 dataset
Level of theory: ωB97M-V/def2-TZVPD

The frontier orbital gap comes out at 8.775 eV. The total charge is -1. The LUMO energy is 0.1531 hartree.

```
15
C3H7N2O3 | the Open Molecules 2025 dataset | ωB97M-V/def2-TZVPD
O 1.6194 -2.2347 -0.7203
C 0.5500 -1.6935 -0.8593
C -0.5612 -1.8388 0.1836
N -1.7107 -1.0534 -0.2265
H 0.3576 -1.0256 -1.7136
H -0.8203 -2.9073 0.2150
H -0.0905 -1.5661 1.1310
H -2.4590 -1.1289 0.4440
H -1.4514 -0.0706 -0.3573
N 0.9895 2.8592 0.7689
C 0.4326 1.7080 0.1109
O 1.0239 0.6304 0.3524
O -0.5799 1.9042 -0.5982
H 0.7267 3.7394 0.3594
H 1.9732 2.6775 0.9100
```

These are the Löwdin partial charges, in e, on atoms 1 to 8: number 1, O, carries 0.00; number 2, C, carries -0.29; number 3, C, carries -0.28; number 4, N, carries -0.01; number 5, H, carries 0.12; number 6, H, carries 0.10; number 7, H, carries 0.10; number 8, H, carries 0.05

Relative energies in kcal/mol: #P 0.0; #Q 23.7